ORCA calculation (the ωB97M-V functional and the def2-TZVPD basis) on an isolated molecule of C5H7N in a non-equilibrium geometry.

Calculated values
* strongest force on any atom: 1.37 eV/Å
* orbital gap: 9.333 eV
* HOMO level: -0.3049 hartree
* energy above the lowest of the compared OMol25 structures with the same formula, charge and spin: 17.7 kcal/mol

Last column: Löwdin charge in e.
CARTESIAN COORDINATES (ANGSTROEM)
C 0.499 1.605 0.730  -0.040
N 0.079 0.482 -0.069  -0.183
C -1.142 -0.097 0.103  -0.130
C -1.102 -1.377 -0.357  -0.112
C 0.200 -1.584 -0.912  -0.096
C 0.904 -0.431 -0.684  -0.113
H 0.916 1.280 1.691  0.093
H -0.378 2.221 0.936  0.087
H 1.245 2.190 0.195  0.087
H -1.966 0.412 0.581  0.116
H -1.762 -2.064 0.132  0.087
H 0.566 -2.437 -1.475  0.091
H 1.943 -0.200 -0.870  0.113